Record 1
{"formula": "C17H11IrN4O4S", "method": "wB97M-V/def2-TZVPD", "species": ["Ir", "O", "C", "O", "C", "C", "C", "C", "C", "N", "C", "O", "O", "H", "H", "H", "H", "N", "C", "C", "C", "C", "C", "C", "N", "C", "C", "C", "S", "C", "N", "H", "H", "H", "H", "H", "H", "H"], "xyz": [[-0.79, 0.32, -1.26], [2.99, 0.67, -2.89], [1.85, 0.39, -2.37], [0.98, 1.25, -2.09], [1.57, -1.06, -2.14], [2.31, -2.16, -2.51], [1.76, -3.43, -2.27], [0.50, -3.57, -1.70], [-0.19, -2.42, -1.36], [0.37, -1.23, -1.56], [-1.63, -2.31, -0.83], [-2.23, -3.25, -0.45], [-2.14, -1.05, -0.88], [3.11, 1.62, -3.07], [3.28, -2.05, -2.99], [2.32, -4.31, -2.56], [0.04, -4.54, -1.55], [-1.10, 2.04, 2.40], [-0.10, 1.16, 2.80], [0.48, 0.95, 4.02], [1.47, -0.04, 4.05], [1.86, -0.79, 2.89], [1.29, -0.56, 1.68], [0.28, 0.44, 1.62], [-0.47, 0.90, 0.60], [-1.32, 1.86, 1.10], [-2.25, 2.44, 0.19], [-3.21, 3.41, 0.31], [-4.00, 3.63, -1.16], [-3.03, 2.42, -1.89], [-2.16, 1.89, -1.08], [-1.59, 2.69, 3.00], [0.20, 1.50, 4.91], [1.96, -0.26, 4.99], [2.63, -1.54, 3.00], [1.57, -1.12, 0.80], [-3.48, 3.99, 1.18], [-3.14, 2.14, -2.92]], "lumo_ha": [-0.40942, -0.50000], "charge": 3, "fmax_ev_per_a": 0.32, "e_homo_ev": [-18.92, -19.10], "orbital_gap_ev": [7.8, 5.5], "spin_multiplicity": 2}

Record 2
{"formula": "CH8O5", "method": "wB97M-V/def2-TZVPD", "species": ["O", "C", "O", "H", "H", "H", "H", "O", "H", "H", "O", "H", "H", "O"], "xyz": [[1.58, 1.29, -1.01], [2.01, 0.35, -1.59], [2.26, -0.83, -0.99], [2.12, 0.29, -2.69], [1.43, -1.30, -0.90], [-0.94, -1.37, 0.56], [-0.43, -2.82, 0.20], [-0.41, -1.89, -0.05], [-1.74, 0.73, 1.19], [-2.98, -0.08, 0.99], [-2.19, -0.05, 1.53], [-0.15, 1.85, 1.69], [0.08, 1.99, 0.22], [-0.63, 1.84, 0.85]], "lumo_ha": 0.02638, "charge": 0, "fmax_ev_per_a": 1.50, "e_homo_ev": -11.19, "orbital_gap_ev": 11.9, "smiles": "O=CO.O.O.O", "spin_multiplicity": 1, "de_lowest_kj_mol": 57.8}

Record 3
{"formula": "C4H7NO", "method": "wB97M-V/def2-TZVPD", "species": ["C", "C", "O", "N", "C", "C", "H", "H", "H", "H", "H", "H", "H"], "xyz": [[1.66, 0.06, -0.44], [0.78, 0.50, 0.72], [1.14, 1.38, 1.46], [-0.50, -0.09, 0.93], [-1.16, -0.98, 0.01], [-1.54, 0.44, 0.06], [1.93, 0.96, -0.99], [2.58, -0.38, -0.04], [1.19, -0.66, -1.12], [-1.79, -1.72, 0.50], [-0.65, -1.35, -0.88], [-2.44, 0.79, 0.56], [-1.20, 1.06, -0.77]], "lumo_ha": 0.03615, "charge": 0, "fmax_ev_per_a": 0.47, "e_homo_ev": -9.81, "orbital_gap_ev": 10.8, "smiles": "CC(=O)N1CC1", "spin_multiplicity": 1, "de_lowest_kj_mol": 187.6}

Record 4
{"formula": "C21H19Cl2", "method": "wB97M-V/def2-TZVPD", "species": ["Cl", "C", "C", "C", "C", "C", "C", "C", "C", "C", "C", "C", "Cl", "C", "C", "C", "C", "H", "H", "H", "H", "H", "H", "H", "H", "H", "H", "H", "C", "C", "C", "C", "C", "C", "H", "H", "H", "H", "H", "H", "H", "H"], "xyz": [[0.61, -6.04, 3.24], [-0.38, -4.73, 2.79], [-0.99, -3.92, 3.76], [-1.69, -2.75, 3.40], [-1.99, -2.55, 2.02], [-3.22, -1.70, 1.55], [-2.75, -0.81, 0.40], [-3.15, 0.44, 0.04], [-3.03, 0.95, -1.34], [-3.61, 2.21, -1.57], [-3.50, 2.83, -2.82], [-2.80, 2.19, -3.83], [-2.64, 2.94, -5.38], [-2.31, 0.89, -3.67], [-2.42, 0.26, -2.44], [-1.14, -3.19, 1.09], [-0.43, -4.33, 1.46], [-0.90, -4.21, 4.80], [-2.07, -2.09, 4.18], [-3.65, -1.03, 2.40], [-1.83, -1.17, -0.20], [-3.71, 1.06, 0.74], [-4.10, 2.74, -0.76], [-3.89, 3.82, -2.98], [-1.80, 0.38, -4.47], [-2.00, -0.74, -2.26], [-1.15, -2.90, 0.02], [0.09, -4.90, 0.70], [-5.01, -3.32, 2.73], [-6.27, -3.00, 3.70], [-7.31, -2.17, 3.11], [-6.97, -1.38, 2.01], [-5.79, -1.51, 1.26], [-4.67, -2.45, 1.48], [-4.10, -3.35, 3.37], [-5.20, -4.37, 2.40], [-6.70, -3.98, 3.96], [-5.91, -2.64, 4.66], [-8.32, -2.15, 3.59], [-7.73, -0.61, 1.75], [-5.66, -0.92, 0.35], [-4.41, -3.06, 0.66]], "lumo_ha": -0.23709, "charge": 1, "fmax_ev_per_a": 4.24, "e_homo_ev": -10.75, "orbital_gap_ev": 4.3, "spin_multiplicity": 1, "de_lowest_kj_mol": 326.7}